{"formula": "C9H13AuN7O2S2", "method": "ωB97M-V with the def2-TZVPD basis set", "energy_ha": -1816.27883, "largest_force_ev_per_a": 1.738, "spin_multiplicity": 1, "lumo_energy_ev": -2.7, "homo_energy_ev": -11.2, "de_lowest_kcal_mol": 11.14, "charge": 1, "elements": ["Au", "N", "N", "C", "N", "N", "N", "O", "O", "H", "H", "H", "H", "H", "C", "C", "N", "C", "C", "S", "C", "C", "S", "C", "N", "C", "H", "H", "H", "H", "H", "H", "H", "H"], "xyz": [[0.235, -0.894, -0.707], [2.677, -1.404, -0.338], [3.019, -1.151, 0.995], [2.063, -1.014, 1.942], [2.408, -0.766, 3.198], [0.822, -1.111, 1.513], [-0.279, -0.886, 2.246], [-1.309, -0.937, 1.622], [-0.190, -0.649, 3.433], [2.774, -2.390, -0.571], [3.254, -0.845, -0.961], [3.982, -1.281, 1.288], [3.361, -0.652, 3.498], [1.634, -0.624, 3.849], [-2.779, -2.872, -1.252], [-2.877, -1.401, -1.167], [-1.884, -0.568, -1.211], [-2.270, 0.736, -1.053], [-3.617, 0.890, -0.895], [-4.409, -0.626, -0.953], [-1.279, 1.792, -1.029], [-1.520, 3.138, -1.012], [-0.048, 4.012, -0.966], [0.817, 2.508, -0.981], [0.047, 1.472, -1.021], [2.296, 2.466, -0.976], [-1.748, -3.168, -1.427], [-3.415, -3.253, -2.051], [-3.130, -3.309, -0.317], [-4.172, 1.791, -0.738], [-2.462, 3.647, -1.022], [2.700, 3.473, -0.936], [2.647, 1.977, -1.884], [2.654, 1.901, -0.116]]}